# C17H27N2O2S6SbSiZr

A structure of composition C17H27N2O2S6SbSiZr in a non-equilibrium geometry (ωB97M-V/def2-TZVPD, OMol25).

Properties
Expectation value of S²: 0.7669
Charge: -1
Max |F|: 3.30 eV Å⁻¹
LUMO level (spin up / spin down): 1.97 / 1.98 eV
Multiplicity: 2
Frontier orbital gap (spin up / spin down): 4.08 / 6.46 eV
Energy above the lowest of the compared OMol25 structures with the same formula, charge and spin: 281.4 kJ/mol

```
57
C17H27N2O2S6SbSiZr (ωB97M-V/def2-TZVPD)
Zr 1.393 0.996 -0.354
C -5.297 0.338 0.662
Si -4.174 0.045 -0.859
C -5.219 0.403 -2.427
C -3.684 -1.784 -0.972
C -2.780 1.318 -0.868
C -3.076 2.651 -1.171
C -2.067 3.599 -1.318
C -0.758 3.184 -1.227
N -0.442 1.914 -0.914
C -1.429 1.016 -0.672
S -0.843 -0.491 -0.059
H -6.168 -0.311 0.639
H -5.654 1.364 0.691
H -4.767 0.148 1.590
H -6.081 -0.256 -2.476
H -4.634 0.249 -3.330
H -5.585 1.425 -2.446
H -4.560 -2.416 -1.090
H -3.143 -2.102 -0.090
H -3.034 -1.950 -1.825
H -4.107 2.954 -1.283
H -2.295 4.631 -1.536
H 0.084 3.849 -1.409
S 4.417 3.695 0.963
Sb 4.218 1.926 -0.457
S 3.348 -0.055 0.819
S 2.485 2.415 -2.090
S 6.112 1.331 -1.569
C 4.955 -2.060 -1.326
C 3.589 -2.560 -1.741
S 2.173 -1.813 -0.813
O 1.819 -0.563 -1.604
C 0.941 -3.029 -1.517
C 0.547 -3.930 -0.362
H 5.727 -2.710 -1.732
H 5.050 -2.044 -0.242
H 5.136 -1.053 -1.701
H 3.496 -3.629 -1.542
H 3.379 -2.350 -2.792
H 1.373 -3.578 -2.350
H 0.101 -2.431 -1.862
H 1.426 -4.425 0.054
H -0.163 -4.694 -0.669
H 0.089 -3.328 0.422
O 1.263 2.092 1.240
N 1.402 1.636 2.494
C 0.583 0.619 2.926
C 0.711 0.123 4.192
C 1.657 0.652 5.073
C 2.438 1.731 4.616
C 2.291 2.217 3.352
H -0.154 0.275 2.206
H 0.068 -0.686 4.497
H 1.784 0.245 6.061
H 3.175 2.185 5.261
H 2.886 3.019 2.934
```

Here is what natural (NBO) gives for the atomic charges, in e: 1.55 -1.09 1.61 -1.09 -1.10 -0.53 -0.11 -0.29 0.11 -0.63 0.13 -0.27 0.23 0.23 0.24 0.23 0.23 0.22 0.23 0.25 0.24 0.21 0.22 0.24 -0.81 1.33 -0.66 -0.62 -0.81 -0.65 -0.54 1.26 -1.02 -0.58 -0.63 0.21 0.23 0.27 0.21 0.23 0.21 0.25 0.20 0.21 0.22 -0.65 -0.06 -0.12 -0.22 -0.35 -0.26 -0.03 0.22 0.20 0.19 0.21 0.26

# C42H60N4O6S6Si3TeZr

A structure of composition C42H60N4O6S6Si3TeZr in a non-equilibrium geometry (ωB97M-V/def2-TZVPD, OMol25).

Properties
Charge: -2
Max |F|: 3.11 eV Å⁻¹
LUMO level: 3.60 eV
Frontier orbital gap: 5.56 eV
Energy above the lowest of the compared OMol25 structures with the same formula, charge and spin: 235.5 kJ/mol

```
123
C42H60N4O6S6Si3TeZr (ωB97M-V/def2-TZVPD)
Zr -0.228 -0.817 -0.534
C -0.869 -3.729 3.061
C -0.180 -3.008 1.930
N -0.840 -2.106 1.258
N -2.058 -1.792 1.805
C -3.021 -1.428 1.045
S -3.064 -1.428 -0.644
S -4.517 -1.046 1.972
C -5.551 -2.393 1.258
C -5.237 -3.694 1.915
C -5.896 -4.073 3.080
C -5.598 -5.270 3.704
C -4.631 -6.106 3.173
C -3.958 -5.732 2.023
C -4.257 -4.534 1.397
C 1.200 -3.320 1.637
C 1.968 -4.032 2.569
C 3.292 -4.322 2.345
C 3.888 -3.937 1.149
C 3.171 -3.232 0.216
C 1.830 -2.862 0.442
O 1.206 -2.162 -0.459
H -1.946 -3.721 2.900
H -0.668 -3.197 3.989
H -0.528 -4.755 3.148
H -5.322 -2.399 0.191
H -6.583 -2.092 1.432
H -6.646 -3.416 3.496
H -6.120 -5.551 4.609
H -4.404 -7.046 3.655
H -3.194 -6.375 1.612
H -3.729 -4.245 0.499
H 1.528 -4.328 3.510
H 3.870 -4.832 3.102
H 4.923 -4.182 0.965
H 3.617 -2.908 -0.714
O 2.178 -1.084 -3.643
C 1.201 -1.058 -2.914
O 0.914 -0.117 -2.080
C 0.106 -2.145 -2.958
O 0.155 -3.102 -3.709
O -0.866 -1.864 -2.152
S 5.689 -0.648 6.472
C 4.754 -0.664 5.106
S 3.059 -0.262 5.177
C 2.943 -0.561 3.365
N 4.095 -0.904 2.908
N 5.096 -0.967 3.828
C 6.347 -1.348 3.327
C 6.417 -1.721 1.981
C 7.617 -2.105 1.421
C 8.777 -2.128 2.180
C 8.713 -1.759 3.513
C 7.516 -1.368 4.086
S 1.501 -0.355 2.580
H 5.513 -1.703 1.395
H 7.646 -2.392 0.379
H 9.716 -2.430 1.738
H 9.607 -1.776 4.122
H 7.494 -1.081 5.123
O -1.045 0.622 0.516
S -0.399 1.706 1.420
C -1.915 1.705 2.663
C -2.819 2.874 2.352
C -1.907 3.968 1.809
C -1.063 3.301 0.746
H -1.440 1.808 3.638
H -2.409 0.742 2.600
H -3.379 3.214 3.229
H -3.535 2.584 1.580
H -1.258 4.347 2.604
H -2.478 4.806 1.401
H -0.230 3.906 0.410
H -1.673 2.986 -0.104
C 3.331 3.241 -1.744
Si 2.597 2.944 0.016
C 2.213 4.718 0.680
C 4.031 2.325 1.115
C 1.120 1.804 -0.025
H 4.272 3.783 -1.705
H 2.650 3.811 -2.370
H 3.510 2.292 -2.241
H 3.138 5.277 0.796
H 1.730 4.678 1.651
H 1.576 5.291 0.011
H 4.848 3.044 1.139
H 4.425 1.378 0.759
H 3.694 2.169 2.135
H 0.568 1.947 -0.959
H 1.475 0.753 0.031
C -5.005 1.442 -0.853
Si -4.735 2.384 -2.472
C -5.537 4.131 -2.359
C -5.580 1.478 -3.929
C -2.918 2.706 -2.877
Te -1.580 0.940 -2.640
C -0.034 2.225 -3.529
Si 0.096 2.108 -5.412
C -1.385 2.904 -6.344
C 0.256 0.315 -6.022
C 1.631 3.143 -5.931
H -6.052 1.292 -0.605
H -4.539 1.949 -0.013
H -4.541 0.460 -0.912
H -6.618 4.077 -2.305
H -5.283 4.734 -3.224
H -5.194 4.667 -1.480
H -6.604 1.207 -3.691
H -5.039 0.569 -4.168
H -5.603 2.095 -4.823
H -2.539 3.483 -2.215
H -2.811 3.085 -3.890
H 0.905 1.871 -3.114
H -0.197 3.239 -3.172
H -2.287 2.313 -6.225
H -1.165 2.971 -7.406
H -1.598 3.908 -5.992
H -0.619 -0.262 -5.735
H 1.119 -0.172 -5.580
H 0.359 0.259 -7.102
H 1.551 4.172 -5.591
H 1.747 3.162 -7.011
H 2.541 2.729 -5.510
```

These are the Löwdin partial charges, in e, on atoms 1 to 99: 1.56 -0.01 -0.26 -0.08 -0.09 -1.10 0.64 0.87 -0.43 -0.30 -0.06 -0.10 -0.11 -0.09 -0.05 -0.16 -0.05 -0.10 -0.11 0.00 -0.32 -0.22 0.06 0.10 0.08 0.04 0.07 0.11 0.09 0.09 0.10 0.11 0.10 0.10 0.10 0.12 0.08 -0.58 -0.34 -0.58 0.09 -0.39 0.53 -1.11 0.91 -1.09 -0.01 -0.14 -0.18 -0.03 -0.09 -0.12 -0.10 -0.06 0.67 0.09 0.10 0.09 0.09 -0.01 -0.81 0.80 -0.28 -0.26 -0.24 -0.29 0.07 0.03 0.10 0.08 0.11 0.10 0.05 0.07 -0.19 0.52 -0.20 -0.18 -0.42 0.01 0.01 0.02 0.01 0.01 0.01 0.02 0.02 0.01 -0.03 -0.04 -0.19 0.45 -0.19 -0.18 -0.53 1.40 -0.51 0.47 -0.19

# C40H58ClF13O23S

A cluster of 7 separate species, C40H58ClF13O23S in total in a non-equilibrium geometry (ωB97M-V/def2-TZVPD, OMol25).

Properties
Charge: 0
Max |F|: 3.69 eV Å⁻¹
LUMO level: 0.30 eV
SMILES string: CC[C@]1(CCCCl)OS(=O)(=O)O[C@]1(CCC(F)(F)C(F)(F)C(F)(F)C(F)(F)C(F)(F)C(F)(F)F)COc1ccccc1.COC(=O)OC.COC(=O)OC.COC(=O)OC.COC(=O)OC.COC(=O)OC.COC(=O)OC
Frontier orbital gap: 9.71 eV

```
136
C40H58ClF13O23S (ωB97M-V/def2-TZVPD)
C -6.136 -0.828 -0.990
C -5.090 0.133 -0.289
C -3.554 -0.224 -0.637
C -3.073 0.720 -1.784
C -4.152 0.942 -2.936
C -3.400 1.654 -4.124
Cl -2.740 0.482 -5.358
O -3.671 -1.638 -1.013
S -3.509 -2.635 0.265
O -4.661 -3.390 0.694
O -2.320 -3.457 0.337
O -3.330 -1.434 1.398
C -2.770 -0.267 0.717
C -1.213 -0.586 0.741
C -0.584 -1.027 -0.628
C 0.887 -1.581 -0.460
F 1.105 -2.072 0.827
F 1.139 -2.642 -1.300
C 1.957 -0.422 -0.636
F 3.152 -0.949 -0.147
F 1.661 0.646 0.167
C 2.236 -0.050 -2.151
F 3.303 -0.833 -2.539
F 1.210 -0.423 -2.992
C 2.676 1.439 -2.405
F 3.554 1.903 -1.461
F 3.400 1.437 -3.582
C 1.477 2.458 -2.537
F 1.901 3.647 -1.980
F 0.353 2.099 -1.844
C 1.041 2.794 -4.012
F -0.092 3.573 -3.904
F 0.684 1.722 -4.747
F 1.936 3.551 -4.688
C -2.947 0.883 1.762
O -2.353 2.140 1.347
C -1.671 2.644 2.480
C -0.225 2.698 2.428
C 0.496 3.175 3.605
C -0.257 3.553 4.765
C -1.705 3.529 4.836
C -2.410 3.057 3.669
H -6.247 -1.731 -0.351
H -7.121 -0.283 -0.958
H -5.915 -1.040 -2.057
H -5.288 0.031 0.812
H -5.290 1.217 -0.510
H -2.810 1.742 -1.418
H -2.193 0.270 -2.320
H -4.447 -0.071 -3.319
H -5.025 1.541 -2.599
H -4.062 2.423 -4.589
H -2.513 2.193 -3.714
H -1.058 -1.333 1.561
H -0.647 0.325 1.073
H -1.147 -1.811 -1.180
H -0.459 -0.094 -1.239
H -2.409 0.544 2.689
H -4.004 1.067 2.078
H 0.287 2.377 1.498
H 1.601 3.192 3.524
H 0.292 3.886 5.676
H -2.291 3.826 5.728
H -3.521 2.964 3.609
C 2.255 -4.908 -0.633
O 1.684 -6.072 -1.238
C 2.576 -6.879 -1.828
O 3.764 -6.701 -1.881
O 1.914 -7.919 -2.349
C 2.745 -8.870 -3.014
H 1.447 -4.340 -0.192
H 2.952 -5.188 0.158
H 2.749 -4.290 -1.380
H 3.462 -9.307 -2.319
H 3.259 -8.408 -3.858
H 2.101 -9.661 -3.392
C 4.781 7.512 -8.647
O 4.670 6.090 -8.631
C 3.463 5.637 -8.275
O 2.512 6.315 -7.982
O 3.497 4.301 -8.301
C 2.265 3.677 -7.940
H 5.797 7.759 -8.949
H 4.089 7.944 -9.371
H 4.603 7.924 -7.653
H 1.473 3.957 -8.636
H 1.988 3.937 -6.921
H 2.410 2.600 -7.996
C 3.125 -0.423 2.661
O 2.659 -0.766 3.966
C 3.619 -1.173 4.803
O 4.791 -1.264 4.545
O 3.049 -1.460 5.980
C 3.963 -1.910 6.978
H 2.268 -0.112 2.079
H 3.832 0.407 2.711
H 3.580 -1.286 2.176
H 4.703 -1.140 7.198
H 4.452 -2.834 6.664
H 3.394 -2.112 7.883
C 6.205 0.677 9.500
O 5.447 0.020 10.516
C 4.766 0.848 11.315
O 4.749 2.049 11.239
O 4.106 0.108 12.213
C 3.329 0.867 13.139
H 6.712 -0.089 8.916
H 5.549 1.240 8.835
H 6.957 1.330 9.943
H 2.559 1.438 12.618
H 3.967 1.528 13.726
H 2.843 0.163 13.813
C -0.959 -7.432 -0.915
O -1.210 -7.870 0.425
C -2.413 -8.419 0.608
O -3.261 -8.566 -0.234
O -2.513 -8.780 1.894
C -3.759 -9.385 2.235
H 0.045 -7.005 -0.941
H -0.997 -8.273 -1.608
H -1.673 -6.660 -1.206
H -3.908 -10.304 1.667
H -4.583 -8.691 2.067
H -3.724 -9.634 3.295
C -6.574 6.032 -5.184
O -5.252 6.541 -5.359
C -4.346 6.013 -4.531
O -4.559 5.177 -3.688
O -3.162 6.571 -4.801
C -2.093 6.098 -3.984
H -7.216 6.532 -5.906
H -6.603 4.959 -5.376
H -6.941 6.253 -4.181
H -1.946 5.028 -4.127
H -2.282 6.323 -2.934
H -1.186 6.615 -4.292
```

These are the Löwdin partial charges, in e, on atoms 1 to 99: -0.07 -0.14 -0.33 -0.09 -0.22 -0.55 0.52 -0.18 0.71 -0.23 -0.23 -0.17 -0.33 -0.05 -0.04 -0.34 0.09 0.08 -0.27 0.10 0.11 -0.27 0.13 0.14 -0.27 0.15 0.14 -0.27 0.14 0.13 -0.46 0.12 0.16 0.16 -0.11 -0.08 -0.26 0.00 -0.06 -0.09 -0.06 -0.01 0.07 0.09 0.07 0.11 0.12 0.14 0.11 0.10 0.11 0.07 0.05 0.14 0.11 0.13 0.10 0.15 0.14 0.10 0.10 0.10 0.10 0.12 -0.02 -0.03 -0.60 0.14 -0.01 -0.04 0.08 0.11 0.10 0.10 0.10 0.09 -0.04 0.00 -0.61 0.12 0.01 -0.04 0.09 0.10 0.10 0.10 0.07 0.10 -0.05 0.01 -0.61 0.13 0.00 -0.04 0.06 0.11 0.10 0.09 0.10

# C14H9F9NO4S2

A cluster of 4 separate species, C14H9F9NO4S2 in total in a non-equilibrium geometry (ωB97M-V/def2-TZVPD, OMol25).

Properties
Charge: -1
Max |F|: 4.73 eV Å⁻¹
LUMO level: -0.53 eV
Frontier orbital gap: 2.92 eV
Energy above the lowest of the compared OMol25 structures with the same formula, charge and spin: 1013.7 kJ/mol

```
39
C14H9F9NO4S2 (ωB97M-V/def2-TZVPD)
F 4.773 -0.504 -2.679
C 4.650 -0.555 -1.329
F 5.377 -1.600 -0.885
F 5.243 0.578 -0.827
S 0.868 -1.559 -1.876
N 3.133 0.553 2.168
C 2.613 1.629 1.728
O 2.567 2.768 1.494
C 1.669 0.865 -1.647
C 1.100 0.004 -2.520
C 2.756 -0.661 1.936
O 2.946 -1.809 2.011
H 1.149 1.763 -1.267
H 2.664 0.685 -1.260
H -0.982 -2.123 -0.811
H 0.893 0.183 -3.568
F -1.119 -4.430 2.883
C -0.528 -3.488 2.144
F -0.094 -2.494 2.954
F 0.547 -4.024 1.522
S -1.883 -2.792 0.902
C -0.201 -1.341 -0.599
C -0.995 -0.020 -0.473
C -1.992 0.297 -1.411
C -2.761 1.446 -1.252
C -2.633 2.208 -0.098
C -3.487 3.434 0.020
F -3.447 3.986 1.260
F -3.109 4.405 -0.870
F -4.795 3.125 -0.267
C -1.682 1.887 0.860
C -0.912 0.724 0.704
O -2.465 -3.849 0.118
O -2.743 -1.916 1.660
H 0.323 -1.666 0.302
H -2.170 -0.364 -2.269
H -3.479 1.738 -2.007
H -1.560 2.506 1.736
H -0.233 0.411 1.515
```

Here is what natural (NBO) gives for the atomic charges, in e: -0.38 0.63 -0.38 -0.40 0.38 -0.60 0.94 -0.36 -0.50 -0.39 0.86 -0.32 0.18 0.20 0.29 0.20 -0.35 0.70 -0.36 -0.35 1.48 -0.66 0.02 -0.20 -0.18 -0.17 0.98 -0.33 -0.34 -0.33 -0.19 -0.15 -1.00 -1.01 0.22 0.23 0.22 0.22 0.19

# C37H53CsI2N5O3SSi3

A structure of composition C37H53CsI2N5O3SSi3 in a non-equilibrium geometry (ωB97M-V/def2-TZVPD, OMol25).

Properties
Charge: -1
Max |F|: 2.63 eV Å⁻¹
LUMO level: 1.50 eV
Frontier orbital gap: 4.74 eV
Energy above the lowest of the compared OMol25 structures with the same formula, charge and spin: 48.9 kJ/mol

```
105
C37H53CsI2N5O3SSi3 (ωB97M-V/def2-TZVPD)
Cs 0.798 -0.664 -0.397
C -3.932 1.560 3.984
C -2.965 0.828 3.076
N -1.877 1.329 2.606
N -1.443 2.545 2.914
C -0.276 3.016 2.385
N 0.128 4.238 2.887
S 0.639 2.199 1.291
C -3.217 -0.551 2.692
C -4.221 -1.344 3.275
C -4.360 -2.656 2.864
C -3.509 -3.153 1.886
C -2.540 -2.297 1.369
N -2.398 -1.050 1.753
H -3.967 2.622 3.742
H -3.646 1.466 5.034
H -4.935 1.164 3.862
H -1.893 3.105 3.645
H -0.575 4.916 3.144
H 0.902 4.626 2.372
H -4.855 -0.961 4.060
H -5.122 -3.287 3.305
H -3.592 -4.170 1.536
H -1.849 -2.638 0.610
I 3.082 -4.781 -2.549
C 1.094 -4.366 -3.130
C 0.530 -5.014 -4.204
C -0.776 -4.758 -4.554
I -1.573 -5.828 -6.214
C -1.563 -3.860 -3.824
C -2.916 -3.553 -4.083
C -3.597 -2.692 -3.265
C -2.916 -2.126 -2.180
N -1.656 -2.365 -1.924
C -0.964 -3.201 -2.702
C 0.422 -3.438 -2.311
O 0.950 -2.882 -1.322
H 1.117 -5.727 -4.762
H -3.416 -4.011 -4.927
H -4.637 -2.458 -3.448
H -3.429 -1.471 -1.487
C -2.289 2.104 -1.946
O -0.913 2.095 -1.763
Si 0.158 3.296 -2.154
C -0.267 3.955 -3.909
C -0.202 4.783 -0.993
C 1.783 2.409 -2.070
Si 3.311 3.350 -1.563
C 3.443 3.834 0.290
C 3.485 5.039 -2.486
C 4.915 2.358 -1.886
Si 1.932 1.016 -3.322
C 0.287 0.186 -3.850
C 3.028 -0.468 -2.802
C 2.672 1.741 -4.954
H -2.545 2.216 -3.005
H -2.758 2.922 -1.389
H -2.688 1.155 -1.582
H -1.214 4.486 -3.948
H -0.326 3.125 -4.604
H 0.502 4.623 -4.278
H -0.874 5.512 -1.437
H 0.707 5.302 -0.719
H -0.659 4.424 -0.077
H 2.598 4.446 0.576
H 4.347 4.397 0.506
H 3.434 2.956 0.925
H 2.649 5.685 -2.239
H 3.479 4.901 -3.562
H 4.397 5.569 -2.226
H 4.903 1.432 -1.321
H 5.803 2.909 -1.594
H 5.018 2.103 -2.934
H -0.285 -0.122 -2.982
H 0.457 -0.696 -4.464
H -0.341 0.864 -4.421
H 2.939 -0.689 -1.742
H 4.076 -0.289 -3.021
H 2.737 -1.362 -3.350
H 2.016 2.513 -5.342
H 2.817 1.001 -5.735
H 3.629 2.211 -4.756
C 0.409 -1.096 8.466
C 0.951 -1.446 7.113
C 1.555 -2.671 6.862
C 2.022 -3.007 5.603
C 2.677 -4.345 5.414
C 1.878 -2.093 4.535
C 2.336 -2.460 3.199
O 2.294 -1.774 2.197
C 1.284 -0.836 4.788
C 1.107 0.186 3.724
C 0.843 -0.540 6.067
H 0.664 -1.854 9.203
H -0.676 -1.011 8.419
H 0.800 -0.137 8.803
H 1.673 -3.380 7.673
H 2.706 -4.885 6.358
H 3.699 -4.227 5.058
H 2.128 -4.946 4.690
H 2.768 -3.476 3.129
H 2.029 0.346 3.173
H 0.786 1.132 4.153
H 0.353 -0.132 3.004
H 0.390 0.425 6.252
```

These are the Löwdin partial charges, in e, on atoms 1 to 99: 1.15 -0.03 -0.26 0.09 -0.03 -0.84 0.08 0.72 -0.23 -0.03 -0.08 -0.05 -0.14 0.13 0.07 0.09 0.07 0.14 0.09 0.07 0.10 0.10 0.10 0.09 0.85 -0.62 -0.25 -0.66 0.80 -0.22 -0.06 -0.06 -0.16 0.09 -0.16 -0.52 -0.49 0.07 0.05 0.10 0.10 -0.16 -0.34 0.28 -0.17 -0.16 -0.46 0.39 -0.22 -0.19 -0.19 0.37 -0.19 -0.23 -0.18 0.08 0.08 0.07 0.01 0.00 0.02 0.02 0.00 -0.01 -0.02 0.01 -0.01 0.00 0.01 0.01 0.02 0.01 0.00 -0.04 0.03 0.02 -0.07 0.02 0.01 0.01 0.01 0.00 -0.05 -0.26 -0.02 -0.21 -0.05 -0.10 -0.18 -0.02 -0.17 -0.08 -0.01 0.07 0.08 0.08 0.11 0.07 0.09

The lowest charge belongs to which entry?
C42H60N4O6S6Si3TeZr

Among the records above, which one has the lowest charge?
C42H60N4O6S6Si3TeZr

Which of these has the lowest max |F|?
C37H53CsI2N5O3SSi3

Number 3 is which compound?
C40H58ClF13O23S